6 unconnected molecules or ions with the total composition C22H55BClN6O9P3S. Source: the Open Molecules 2025 dataset; level of theory: ωB97M-V/def2-TZVPD.

Structure (XYZ):
```
98
Properties=species:S:1:pos:R:3:mulliken_charge:R:1
C 2.391 3.436 2.494 -1.05
C 1.467 3.907 1.345 -0.40
B 1.731 3.196 -0.056 0.39
O 1.888 3.959 -1.206 -0.56
C 1.778 1.589 -0.150 -0.07
O 0.509 1.050 0.189 -0.05
C 0.450 -0.356 0.010 0.21
C -1.031 -0.788 0.056 -0.96
O -1.491 -1.375 1.253 -0.40
C -1.954 -0.491 2.264 1.27
C -0.889 0.375 2.948 -2.12
P -2.616 -1.676 3.588 0.22
S -1.324 -2.167 4.953 -0.46
P -3.400 0.648 1.861 0.04
O -2.688 1.974 1.122 -0.37
Cl -4.444 -0.417 0.410 -0.25
P 1.615 -1.311 1.105 0.45
N 2.842 -1.927 0.307 -0.77
H 2.608 2.364 2.462 0.10
H 1.906 3.633 3.452 0.35
H 3.352 3.954 2.502 0.35
H 0.437 3.655 1.626 0.32
H 1.603 4.981 1.212 0.30
H 0.993 4.250 -1.469 0.30
H 2.114 1.288 -1.154 -0.07
H 2.577 1.258 0.539 -0.11
H 0.793 -0.549 -1.018 0.63
H -1.141 -1.559 -0.711 0.49
H -1.617 0.065 -0.291 0.02
H -0.683 1.301 2.414 0.44
H 0.012 -0.190 3.172 0.37
H -1.286 0.662 3.929 0.60
H -3.048 -2.815 2.869 0.07
H -3.815 -1.122 4.102 0.11
H -2.814 1.883 0.165 0.29
H 0.839 -2.324 1.715 0.06
H 2.034 -0.422 2.131 0.02
H 2.740 -1.672 -0.673 0.15
C -0.677 2.452 -6.036 -0.84
N -0.843 3.242 -4.830 -0.16
C 0.109 3.631 -3.947 0.68
C 1.527 3.206 -4.221 -0.94
O -0.210 4.297 -2.966 -0.79
H -1.017 3.027 -6.899 0.30
H -1.279 1.545 -5.962 0.27
H 0.360 2.173 -6.182 0.31
H -1.769 3.558 -4.589 0.25
H 2.174 3.579 -3.433 0.35
H 1.590 2.115 -4.234 0.05
H 1.863 3.614 -5.177 0.53
C 5.583 -0.129 -4.734 -0.96
N 4.217 0.223 -4.382 0.00
C 3.200 -0.602 -4.029 0.95
C 3.488 -2.078 -3.971 -1.61
O 2.090 -0.140 -3.767 -0.66
H 6.270 0.345 -4.033 0.25
H 5.802 0.231 -5.742 0.37
H 5.738 -1.201 -4.701 0.34
H 3.963 1.197 -4.383 0.15
H 2.583 -2.601 -3.675 0.31
H 3.800 -2.446 -4.949 0.51
H 4.268 -2.276 -3.234 0.31
C -6.385 -0.902 -5.297 -0.78
N -7.412 -0.292 -4.473 -0.16
C -7.369 -0.012 -3.142 0.61
C -6.106 -0.367 -2.394 -1.09
O -8.324 0.507 -2.590 -0.66
H -6.105 -0.218 -6.100 0.27
H -6.769 -1.822 -5.741 0.27
H -5.501 -1.137 -4.713 0.31
H -8.281 -0.030 -4.910 0.23
H -6.225 -0.085 -1.358 0.24
H -5.922 -1.441 -2.448 0.42
H -5.254 0.174 -2.809 0.41
C -3.457 -5.347 8.164 -0.87
N -3.258 -3.963 7.779 -0.07
C -4.015 -2.882 8.108 0.85
C -5.223 -3.118 8.983 -1.33
O -3.716 -1.772 7.703 -0.61
H -2.583 -5.703 8.712 0.29
H -3.578 -5.961 7.270 0.29
H -4.335 -5.460 8.790 0.33
H -2.467 -3.738 7.192 0.14
H -5.720 -2.169 9.156 0.29
H -5.924 -3.796 8.494 0.35
H -4.923 -3.536 9.945 0.37
C 6.079 1.049 1.460 -0.85
N 5.735 0.664 0.104 -0.10
C 5.900 -0.547 -0.488 0.86
C 6.514 -1.652 0.338 -1.49
O 5.556 -0.717 -1.654 -0.52
H 5.180 1.382 1.983 0.18
H 6.794 1.874 1.435 0.32
H 6.515 0.220 2.004 0.37
H 5.319 1.355 -0.500 0.19
H 6.578 -2.549 -0.270 0.27
H 7.520 -1.375 0.661 0.43
H 5.892 -1.864 1.208 0.37
```

Values from the calculation:
HOMO energy = -8.4 eV
structure (SMILES) = CCB(O)CO[C@H](CO[C@](C)([PH2]=S)P(O)Cl)[PH2]=N.CNC(C)=O.CNC(C)=O.CNC(C)=O.CNC(C)=O.CNC(C)=O

A molecular structure, C24H24ClN8NaO4. Source: the Open Molecules 2025 dataset; level of theory: ωB97M-V/def2-TZVPD.

Structure (XYZ):
```
62
Properties=species:S:1:pos:R:3:mulliken_charge:R:1
Na -1.006 0.151 1.394 1.01
N 0.251 -2.842 -2.110 -0.16
C -0.422 -1.832 -1.304 -0.89
N -0.017 -1.814 0.074 -0.25
C 0.988 -2.499 0.510 -0.07
N 1.414 -2.471 1.816 -1.13
N 0.834 -1.509 2.503 0.61
C 1.106 -1.415 3.763 -0.93
C 0.544 -0.341 4.547 0.89
C 0.833 -0.258 5.922 -0.97
C 0.301 0.769 6.670 -0.08
C -0.520 1.700 6.044 -0.96
C -0.762 1.543 4.686 -0.15
N -0.249 0.565 3.945 0.02
C 1.790 -3.382 -0.369 0.84
C 2.915 -4.071 0.058 -0.11
C 3.661 -4.843 -0.823 -0.80
C 3.273 -4.907 -2.159 -0.41
C 2.155 -4.229 -2.610 -0.63
C 1.388 -3.470 -1.713 -0.06
H 0.076 -2.806 -3.102 0.29
H -1.499 -2.046 -1.331 0.08
H 1.775 -2.130 4.247 0.23
H 1.472 -1.009 6.369 0.31
H 0.517 0.843 7.731 0.38
H -0.975 2.521 6.582 0.36
H -1.415 2.226 4.158 0.48
H 3.189 -3.976 1.100 0.44
H 4.539 -5.375 -0.478 0.36
H 3.858 -5.486 -2.866 0.36
H 1.873 -4.254 -3.656 0.38
N 1.086 -1.377 -5.086 -0.92
C 0.323 -0.919 -4.330 -0.11
C -0.584 -0.390 -3.414 0.08
C -1.705 0.320 -3.897 -0.60
C -2.494 1.108 -3.123 -1.47
C -2.247 1.174 -1.674 -0.20
N -1.172 0.389 -1.081 -0.13
C -0.271 -0.407 -1.932 1.23
H -1.911 0.251 -4.963 0.37
H -3.375 1.598 -3.516 0.26
H -3.143 1.191 -1.055 0.33
H 0.764 -0.102 -1.717 0.30
O -4.308 0.980 1.295 -0.71
Cl -3.709 2.077 2.010 1.78
O -4.251 2.155 3.343 -0.73
O -3.945 3.313 1.318 -0.69
O -2.277 1.844 2.102 -0.65
C -0.931 4.103 -1.674 -1.82
C -0.169 2.775 -1.613 1.93
C 0.454 2.507 -2.988 -1.80
C 0.950 2.870 -0.573 -1.65
N -1.158 1.865 -1.011 0.32
H -0.255 4.917 -1.947 0.43
H -1.393 4.317 -0.710 0.33
H -1.720 4.040 -2.427 0.39
H 1.121 3.344 -3.216 0.58
H -0.303 2.446 -3.765 0.33
H 1.048 1.598 -3.012 0.35
H 1.701 3.605 -0.874 0.43
H 1.450 1.903 -0.467 0.30
H 0.538 3.150 0.397 0.30
```

Values from the calculation:
relative energy (zero: lowest compared OMol25 entry of this formula, charge and spin) = 9.54 kcal/mol
HOMO energy = -1.0 eV
charge = -2

A molecular structure, C31H30F5MoN11S. Source: the Open Molecules 2025 dataset; level of theory: ωB97M-V/def2-TZVPD.

Structure (XYZ):
```
79
Properties=species:S:1:pos:R:3:lowdin_spin:R:1
Mo 0.779 -0.097 1.113 1.06
C -1.404 0.068 5.002 0.00
C -0.654 0.325 3.736 0.02
N -0.353 -0.587 2.884 -0.03
C -0.649 -2.005 3.064 0.00
C -1.043 -2.551 1.707 0.00
N -0.047 -2.130 0.691 0.00
C 1.015 -3.098 0.361 0.00
C 1.839 -2.443 -0.727 0.01
N 2.276 -1.112 -0.223 0.01
C 2.885 -0.226 -1.257 0.00
C 2.090 1.065 -1.320 0.00
N 1.712 1.433 0.044 -0.03
C 1.682 2.676 0.443 -0.06
C 2.189 3.824 -0.370 -0.01
C 1.037 2.825 1.722 -0.05
C 0.839 4.027 2.415 0.01
C 0.122 4.025 3.586 -0.04
C -0.400 2.818 4.063 0.01
C -0.177 1.660 3.358 -0.03
N 0.546 1.655 2.201 -0.05
H -1.010 -0.809 5.513 0.00
H -2.456 -0.121 4.775 0.00
H -1.354 0.909 5.685 0.00
H -1.445 -2.180 3.787 0.00
H 0.262 -2.483 3.436 0.00
H -1.997 -2.113 1.412 0.00
H -1.150 -3.636 1.727 0.00
H -0.570 -1.939 -0.164 0.01
H 0.600 -4.048 0.014 0.00
H 1.610 -3.294 1.257 0.00
H 1.232 -2.273 -1.618 0.01
H 2.701 -3.051 -1.005 0.00
H 2.991 -1.305 0.474 0.00
H 2.894 -0.727 -2.225 0.00
H 3.919 -0.025 -0.975 0.00
H 1.158 0.902 -1.871 0.00
H 2.662 1.844 -1.823 0.00
H 1.693 3.860 -1.341 0.00
H 3.264 3.737 -0.543 0.00
H 2.011 4.775 0.121 0.00
H 1.242 4.948 2.023 0.00
H -0.046 4.943 4.130 0.00
H -0.978 2.804 4.975 0.00
F 0.219 -2.768 -8.555 0.04
C 0.000 -2.396 -7.318 0.12
C 1.082 -2.238 -6.447 -0.01
F 2.311 -2.466 -6.880 -0.01
C 0.846 -1.851 -5.154 0.07
F 1.887 -1.710 -4.333 0.02
C -0.456 -1.601 -4.667 0.09
S -0.734 -1.103 -3.073 0.56
C -1.521 -1.774 -5.583 0.08
F -2.760 -1.560 -5.184 0.02
C -1.304 -2.165 -6.885 -0.01
F -2.310 -2.323 -7.725 -0.01
N -7.843 2.083 -3.602 0.01
C -6.854 1.836 -3.074 0.00
C -5.616 1.526 -2.414 0.02
C -4.821 2.556 -1.915 -0.01
C -3.631 2.256 -1.281 0.02
C -3.220 0.927 -1.138 0.01
C -4.027 -0.098 -1.643 0.02
C -5.217 0.198 -2.277 -0.01
C -1.987 0.625 -0.481 0.10
C -0.936 0.370 0.088 -0.01
H -5.142 3.582 -2.028 0.00
H -3.008 3.050 -0.892 0.00
H -3.706 -1.126 -1.548 0.00
H -5.842 -0.592 -2.671 0.00
N 4.008 -1.574 5.510 0.00
N 3.647 -0.932 4.346 0.00
N 4.473 -0.146 3.705 0.00
C 3.782 0.128 2.610 0.00
N 2.595 -0.496 2.608 0.00
N 2.524 -1.175 3.742 0.00
H 4.715 -1.012 5.973 0.00
H 3.189 -1.680 6.100 0.00
H 4.138 0.779 1.830 0.00
```

Values from the calculation:
relative energy (zero: lowest compared OMol25 entry of this formula, charge and spin) = 21.23 kcal/mol
spin multiplicity = 3
HOMO energy (alpha / beta) = -12.6 / -12.3 eV
<S²> = 2.227
charge = +2

3 unconnected molecules or ions with the total composition C2H11N2O2. Source: the Open Molecules 2025 dataset; level of theory: ωB97M-V/def2-TZVPD.

Structure (XYZ):
```
17
Properties=species:S:1:pos:R:3:mulliken_charge:R:1
C -1.695 -2.249 -0.799 -0.76
N -1.020 -0.957 -0.466 -0.14
C 0.066 -0.579 -1.230 0.11
N 1.162 0.027 -0.879 -0.19
H -1.206 -2.869 -1.549 0.32
H -1.860 -2.817 0.151 0.27
H -2.709 -1.979 -1.212 0.31
H -1.470 -0.231 0.090 0.30
H 0.166 -1.251 -2.171 0.23
H 1.409 0.557 -0.002 0.26
H 1.843 0.333 -1.601 0.29
H -0.263 3.465 1.895 0.35
H 0.754 3.691 0.801 0.34
O 0.106 3.011 1.060 -0.69
H 1.898 -0.032 2.347 0.33
H 1.130 1.263 1.945 0.33
O 1.690 0.617 1.619 -0.67
```

Values from the calculation:
relative energy (zero: lowest compared OMol25 entry of this formula, charge and spin) = 33.31 kcal/mol
HOMO energy = -14.4 eV
charge = +1